Entry 1:
{
  "formula": "C8H24ClO8",
  "method": "the ωB97M-V functional and the def2-TZVPD basis",
  "total_energy_ha": -1380.8025,
  "multiplicity": 2,
  "relative_energy_kj_mol": 824.1,
  "lumo_ev": [0.52, -5.91],
  "gap_ev": [10.275, 3.848],
  "elements": ["Cl", "O", "O", "O", "O", "C", "C", "O", "H", "H", "H", "H", "H", "H", "C", "C", "O", "H", "H", "H", "H", "H", "H", "C", "C", "O", "H", "H", "H", "H", "H", "H", "C", "C", "O", "H", "H", "H", "H", "H", "H"],
  "xyz": [[5.6783, -37.8842, 11.3790], [5.9222, -38.1966, 10.0052], [6.9715, -37.9985, 11.9346], [5.1001, -36.6153, 11.7225], [4.8497, -38.9034, 11.9440], [3.5494, -37.4118, 15.0700], [2.5698, -37.2683, 13.8704], [2.3282, -35.8495, 13.6490], [3.9730, -38.4109, 15.1723], [2.9433, -37.0582, 15.9040], [4.3994, -36.7331, 14.9997], [1.6114, -37.7625, 14.0292], [2.9733, -37.7198, 12.9641], [1.8897, -35.5745, 14.4575], [8.5429, -34.4769, 11.6814], [7.6865, -34.3400, 10.4416], [6.6218, -33.6143, 10.8556], [8.3015, -35.3391, 12.3031], [8.7741, -33.5419, 12.1917], [9.5300, -34.8163, 11.3674], [7.4982, -35.3389, 10.0483], [8.1589, -33.7455, 9.6596], [7.0111, -32.7851, 11.1428], [2.5122, -37.9595, 9.0600], [1.4722, -37.0448, 9.7510], [2.2028, -36.3080, 10.6514], [2.7883, -38.8035, 9.6920], [3.3999, -37.5448, 8.5825], [2.0550, -38.3244, 8.1403], [0.6976, -37.5436, 10.3336], [0.8645, -36.5649, 8.9840], [3.0133, -36.8183, 10.7166], [9.9683, -38.3501, 9.4204], [10.1562, -39.7316, 9.9206], [9.5824, -39.8738, 11.2353], [10.5860, -37.6031, 9.9189], [8.8908, -38.1910, 9.3775], [10.1683, -38.3607, 8.3489], [11.1707, -40.0929, 10.0889], [9.5056, -40.3340, 9.2866], [8.7453, -39.4090, 11.3043]],
  "lowdin_spin": [-0.064, 0.419, 0.429, -0.015, 0.233, 0.000, 0.000, 0.000, 0.000, 0.000, 0.000, 0.000, 0.000, 0.000, 0.000, 0.000, 0.000, 0.000, 0.000, 0.000, 0.000, 0.000, 0.000, 0.000, 0.000, 0.000, 0.000, 0.001, 0.000, 0.000, 0.000, 0.000, 0.000, 0.000, 0.001, 0.000, 0.000, 0.000, 0.000, 0.000, -0.001]
}



Entry 2:
{
  "formula": "C8H24FO4S4",
  "method": "the ωB97M-V functional and the def2-TZVPD basis",
  "total_charge": -1,
  "total_energy_ha": -2312.7153,
  "relative_energy_kj_mol": 0.0,
  "lumo_ev": 2.63,
  "gap_ev": 8.724,
  "elements": ["F", "C", "S", "O", "C", "H", "H", "H", "H", "H", "H", "C", "S", "O", "C", "H", "H", "H", "H", "H", "H", "C", "S", "O", "C", "H", "H", "H", "H", "H", "H", "C", "S", "O", "C", "H", "H", "H", "H", "H", "H"],
  "xyz": [[0.1267, -0.3518, -0.3912], [-1.0918, 0.9372, 2.4723], [-0.1534, 0.2220, 3.8690], [-1.0137, 0.2691, 5.1213], [-0.1987, -1.4579, 3.2575], [-1.0493, 2.0464, 2.6537], [-2.0877, 0.6372, 2.6983], [-0.7119, 0.6168, 1.5035], [0.3531, -2.0605, 3.9463], [0.1761, -1.3369, 2.2115], [-1.3168, -1.6222, 3.3192], [-0.3819, -3.6282, -0.4236], [-1.0886, -3.8253, -2.0170], [-2.1104, -4.8920, -1.8024], [-1.8982, -2.1535, -2.1933], [0.2318, -2.6939, -0.3998], [0.2569, -4.5151, -0.3296], [-1.0644, -3.6338, 0.4389], [-2.3189, -1.9553, -3.2232], [-1.1782, -1.3525, -2.0051], [-2.7524, -2.1046, -1.4496], [3.1241, -1.1797, 0.3524], [3.4334, 0.4914, 0.8659], [4.9351, 0.7032, 0.9221], [2.7107, 1.2622, -0.5413], [3.4703, -1.3668, -0.6769], [2.0503, -1.1312, 0.3496], [3.6482, -1.7672, 1.0764], [1.6415, 0.9338, -0.5620], [3.1009, 0.8504, -1.4939], [2.8336, 2.3421, -0.5729], [-1.7220, 1.9468, -2.0035], [-1.2183, 3.4980, -2.6665], [-2.5137, 4.2770, -2.7313], [-0.3453, 4.1541, -1.1673], [-2.4169, 2.1690, -1.2128], [-0.8827, 1.3231, -1.6831], [-2.1348, 1.4622, -2.8836], [-0.3342, 5.2058, -1.1837], [0.6831, 3.8773, -1.2254], [-0.7917, 3.8034, -0.2187]],
  "mulliken_charge": [-0.701, -0.701, 0.468, -0.678, -0.527, 0.255, 0.410, 0.125, 0.418, -0.074, 0.284, -0.440, 0.382, -0.651, -0.533, -0.085, 0.379, 0.258, 0.352, -0.044, 0.280, -0.716, 0.478, -0.715, -0.407, 0.340, 0.017, 0.352, -0.128, 0.312, 0.322, -0.477, 0.438, -0.655, -0.706, 0.331, -0.060, 0.317, 0.407, 0.198, 0.176]
}



Entry 3:
{
  "formula": "C8H24N2O9PSeY",
  "method": "the ωB97M-V functional and the def2-TZVPD basis",
  "total_charge": 2,
  "total_energy_ha": -3886.5703,
  "relative_energy_kj_mol": 70.6,
  "lumo_ev": -5.60,
  "gap_ev": 10.162,
  "elements": ["Y", "C", "O", "C", "C", "O", "C", "C", "O", "C", "H", "H", "H", "H", "H", "H", "H", "H", "H", "H", "H", "H", "H", "H", "O", "Se", "O", "O", "O", "N", "C", "P", "O", "O", "C", "N", "H", "H", "H", "H", "H", "H", "H", "H", "H", "H"],
  "xyz": [[-0.6794, 0.1896, -0.1798], [-3.4736, 0.7520, 1.6466], [-2.2509, 1.4342, 1.1812], [-2.4960, 2.8412, 1.0974], [-1.9213, 3.2689, -0.2494], [-0.5493, 2.8024, -0.3680], [0.3349, 3.6767, 0.4107], [1.4557, 2.7393, 0.8757], [0.9439, 1.5319, 1.4389], [0.5077, 1.6291, 2.8062], [-4.1649, 0.8021, 0.8175], [-3.8250, 1.2413, 2.5445], [-3.2068, -0.2773, 1.8588], [-2.0377, 3.3774, 1.9343], [-3.5523, 3.0224, 1.0726], [-1.9654, 4.3500, -0.3794], [-2.4742, 2.8013, -1.0470], [-0.1802, 4.1053, 1.2932], [0.7071, 4.4818, -0.2104], [2.1341, 3.2594, 1.5572], [2.0315, 2.4805, -0.0231], [1.2942, 2.0277, 3.4412], [0.2429, 0.6382, 3.1484], [-0.3740, 2.2544, 2.8608], [-3.2476, -2.5330, -2.1558], [-2.4382, -1.3525, -1.5329], [-0.8732, -0.8840, -2.1346], [-1.9117, -1.6993, -0.0055], [-2.9033, 0.2108, -1.2411], [2.8054, -4.0097, 0.9460], [3.1819, -2.9773, -0.1382], [1.6152, -2.4362, -0.8358], [0.7911, -3.6985, -0.8110], [1.2523, -1.1487, -0.1585], [2.0183, -2.1253, -2.6208], [0.8441, -2.6109, -3.4219], [3.5580, -4.6812, 1.1978], [1.9515, -4.4848, 0.5653], [2.5204, -3.5667, 1.7911], [3.8017, -3.4640, -0.8993], [3.7842, -2.1793, 0.3308], [2.9510, -2.6109, -2.8925], [2.1483, -1.0579, -2.8192], [0.6127, -3.5638, -3.1036], [0.9979, -2.5647, -4.4286], [0.0390, -1.9917, -3.1595]],
  "mulliken_charge": [1.811, -1.000, 0.223, -0.681, -0.657, -0.366, -0.475, -0.679, -0.108, -0.667, 0.396, 0.407, 0.281, 0.294, 0.547, 0.464, 0.351, 0.314, 0.427, 0.467, 0.238, 0.335, 0.256, 0.192, -0.650, 1.074, -0.813, -0.605, -0.479, -0.279, -0.800, 1.220, -0.935, -0.648, -1.029, -0.163, 0.384, 0.349, 0.318, 0.427, 0.325, 0.551, 0.357, 0.369, 0.409, 0.250]
}



Entry 4:
{
  "formula": "C8H24N2Si",
  "method": "the ωB97M-V functional and the def2-TZVPD basis",
  "total_charge": 2,
  "total_energy_ha": -717.4932,
  "relative_energy_kj_mol": 0.0,
  "lumo_ev": -6.18,
  "gap_ev": 9.914,
  "elements": ["C", "C", "C", "C", "C", "C", "C", "C", "N", "N", "Si", "H", "H", "H", "H", "H", "H", "H", "H", "H", "H", "H", "H", "H", "H", "H", "H", "H", "H", "H", "H", "H", "H", "H", "H"],
  "xyz": [[1.9507, 0.6741, -1.4561], [0.0329, -1.7431, -3.2796], [-1.8884, -2.7850, -0.9404], [0.4317, 1.0254, -1.4810], [0.6236, 1.0969, 1.8476], [-0.4309, 0.2043, 1.2247], [0.3539, 1.0974, 3.3787], [-0.4983, -0.0458, -0.9051], [1.3135, 1.9960, 4.0657], [-1.8992, 0.4643, -1.2870], [-0.2406, -1.9915, -1.4588], [2.2948, 0.8403, -2.4978], [2.4832, 1.3265, -0.8725], [2.2989, -0.4615, -1.3134], [1.0870, -1.8820, -3.3384], [-0.4143, -2.4987, -4.0131], [0.0442, -0.7054, -3.5792], [-2.8840, -2.2567, -1.0196], [-1.8011, -3.5468, -1.6777], [-1.9741, -3.2142, 0.0378], [0.2232, 2.0244, -1.0663], [0.0785, 1.1024, -2.5241], [0.5022, 2.1081, 1.5010], [1.5739, 0.8384, 1.4584], [-1.3354, 0.6350, 1.4270], [-0.4755, -0.8936, 1.5082], [0.5202, 0.0916, 3.6559], [-0.5870, 1.6069, 3.5446], [2.3438, 1.6468, 4.0439], [1.1853, 2.2024, 5.1103], [1.3556, 2.9511, 3.7706], [-1.8264, 1.4137, -1.6698], [-2.2987, -0.1517, -1.9460], [-2.2663, 0.3433, -0.4229], [0.6466, -2.7758, -0.6316]],
  "mulliken_charge": [-1.550, -0.934, -1.143, -1.193, -0.570, -1.012, -0.747, 0.159, -0.365, 0.001, 0.193, 0.386, 0.509, 0.233, 0.340, 0.389, 0.336, 0.400, 0.333, 0.350, 0.419, 0.674, 0.400, 0.568, 0.503, 0.376, 0.407, 0.392, 0.409, 0.400, 0.370, 0.353, 0.324, 0.347, -0.057]
}



Entry 5:
{
  "formula": "C8H24N8O16",
  "method": "the ωB97M-V functional and the def2-TZVPD basis",
  "smiles": "C[N+](=O)[O-].C[N+](=O)[O-].C[N+](=O)[O-].C[N+](=O)[O-].C[N+](=O)[O-].C[N+](=O)[O-].C[N+](=O)[O-].C[N+](=O)[O-]",
  "total_energy_ha": -1960.3121,
  "relative_energy_kj_mol": 82.2,
  "lumo_ev": -0.04,
  "gap_ev": 10.917,
  "elements": ["C", "N", "O", "O", "H", "H", "H", "C", "N", "O", "O", "H", "H", "H", "C", "N", "O", "O", "H", "H", "H", "C", "N", "O", "O", "H", "H", "H", "C", "N", "O", "O", "H", "H", "H", "C", "N", "O", "O", "H", "H", "H", "C", "N", "O", "O", "H", "H", "H", "C", "N", "O", "O", "H", "H", "H"],
  "xyz": [[-0.8548, -4.3579, -0.2714], [-0.9487, -4.0611, 1.1856], [-1.6959, -4.6333, 1.8801], [-0.1660, -3.1782, 1.5064], [-1.8826, -4.3954, -0.6343], [-0.3180, -5.3540, -0.3444], [-0.2451, -3.5986, -0.7309], [2.7800, -1.6653, -0.6479], [1.3370, -1.4029, -1.1045], [0.8006, -2.0686, -1.9540], [0.8058, -0.4796, -0.5233], [3.1566, -2.6012, -1.0769], [2.6115, -1.6149, 0.3827], [3.4028, -0.9106, -0.9557], [-2.2534, -1.0614, -3.5923], [-3.0113, -2.2826, -3.2657], [-2.4758, -3.3561, -3.3013], [-4.2236, -2.1233, -3.0518], [-2.6845, -0.1414, -3.0867], [-2.3823, -0.8994, -4.6320], [-1.2171, -1.2310, -3.2309], [-5.1281, -1.0342, 1.2644], [-3.8245, -1.0792, 0.4492], [-3.1614, -2.0832, 0.4195], [-3.4905, -0.1116, -0.2346], [-5.6460, -1.9462, 0.9978], [-5.6460, -0.1739, 0.9635], [-4.7819, -0.9442, 2.3368], [2.8715, 1.7847, 3.5670], [3.6171, 0.9142, 2.5794], [3.7594, 1.3450, 1.4619], [4.1160, -0.1011, 3.0452], [3.7209, 2.3320, 4.0568], [2.3432, 1.1579, 4.2763], [2.1827, 2.3773, 2.9250], [-0.8939, 0.3168, 2.0101], [-2.0904, 1.2173, 2.3309], [-2.0035, 2.3904, 2.0701], [-3.0439, 0.6217, 2.7886], [-1.0231, -0.5780, 2.6855], [-0.0055, 0.8354, 2.2893], [-0.8587, -0.0708, 0.9835], [2.9669, 3.1987, -2.9923], [3.8356, 2.2399, -2.2244], [4.9525, 2.6334, -1.8654], [3.3810, 1.1585, -2.0536], [3.3195, 4.1973, -2.8292], [1.9644, 2.9579, -2.6022], [3.1626, 2.9756, -4.0175], [0.5377, 3.0732, -0.0234], [0.9554, 4.2271, 0.8824], [1.1568, 5.2359, 0.3417], [1.0040, 3.9611, 2.0900], [-0.4794, 2.7500, 0.3509], [1.1926, 2.2520, 0.1745], [0.5019, 3.3857, -1.0485]],
  "mulliken_charge": [-0.365, 1.052, -0.574, -0.567, 0.275, 0.316, -0.108, -0.834, 0.952, -0.629, -0.446, 0.266, 0.375, 0.287, -0.565, 0.934, -0.537, -0.544, 0.225, 0.340, 0.140, -0.800, 0.878, -0.458, -0.526, 0.318, 0.304, 0.302, -0.412, 0.888, -0.480, -0.564, 0.291, 0.269, 0.028, -0.583, 1.030, -0.623, -0.582, 0.305, 0.237, 0.244, -0.626, 0.870, -0.545, -0.497, 0.300, 0.147, 0.313, -0.511, 1.074, -0.580, -0.625, 0.124, 0.105, 0.391]
}